ORCA calculation (ωB97M-V/def2-TZVPD) on C16H52AsF6N2O10 as an isolated structure at a distorted geometry.

```
! RIJCOSX wB97M-V def2-TZVPD def2/J DEFGRID3
* xyz -1 1
As -0.3637 -0.2610 -1.4377
F 0.1863 -0.4502 -3.1253
F -1.5912 0.9080 -2.0116
F -0.9842 0.0008 0.2566
F 0.8948 -1.3971 -0.8619
F 0.7668 1.1153 -1.2739
F -1.4930 -1.6896 -1.6950
C -3.8705 3.1579 -2.9252
O -3.8914 2.0759 -1.9585
H -4.8190 3.6891 -3.0046
H -3.1184 3.8835 -2.6154
H -3.6270 2.7381 -3.9012
H -3.0547 1.6053 -1.9560
C 3.7563 -0.5878 -2.7312
O 4.9906 0.0791 -2.7878
H 3.1521 -0.4438 -3.6269
H 3.9260 -1.6421 -2.5125
H 3.2004 -0.0374 -1.9722
H 5.3947 -0.2516 -3.5933
C -3.7927 -1.1792 -3.9372
O -4.5635 -0.3072 -4.7451
H -3.5095 -0.7136 -2.9933
H -4.3754 -2.0857 -3.7734
H -2.9009 -1.4025 -4.5228
H -5.2352 0.0438 -4.1558
C 0.3949 -3.8354 1.8306
O 0.6244 -4.8499 0.8283
H -0.0060 -2.9356 1.3640
H -0.4039 -4.1232 2.5141
H 1.2539 -3.5648 2.4446
H 1.1138 -5.5543 1.2595
C 3.4579 -1.8491 0.9308
O 4.4450 -2.5442 1.6753
H 3.5928 -1.8903 -0.1500
H 2.5283 -2.3355 1.2265
H 3.4220 -0.8155 1.2749
H 5.1787 -1.9319 1.7670
C -0.4496 3.3206 0.4128
O -0.0508 4.6497 0.6961
H 0.4391 2.6987 0.5206
H -1.1982 2.9666 1.1215
H -0.7875 3.2040 -0.6169
H 0.6139 4.9428 0.0686
C -0.1265 3.5822 -3.8775
O -0.5612 4.6084 -4.4614
N -0.4219 2.3393 -4.1977
N 0.6956 3.5920 -2.8432
H -0.1869 1.5353 -3.6334
H -1.0172 2.1051 -4.9792
H 1.0204 4.4495 -2.4197
H 0.7620 2.6703 -2.4357
C -3.8417 -3.0828 0.1944
C -4.4178 -3.8772 1.3264
C -4.0640 -3.2952 2.6051
O -5.7976 -3.8928 1.1851
H -4.2316 -2.0665 0.1377
H -4.0195 -3.5503 -0.7741
H -2.7750 -2.8601 0.2192
H -3.9653 -4.8679 1.2829
H -4.4455 -2.2754 2.6543
H -2.9966 -3.3002 2.8259
H -4.6603 -3.8232 3.3493
H -6.0370 -4.4103 0.4127
C 3.0154 2.4445 1.1542
C 4.5425 2.2480 1.1836
C 5.3958 3.4850 1.2473
O 4.7625 1.6310 2.4246
H 2.7133 3.0814 0.3228
H 2.5765 2.9216 2.0305
H 2.5016 1.4840 1.1139
H 4.8393 1.5374 0.4122
H 5.3667 4.0590 0.3211
H 6.4298 3.2020 1.4444
H 4.9749 4.1361 2.0134
H 4.3711 2.1418 3.1370
C 1.1805 -0.3464 3.2897
C -0.1185 -0.2381 4.0172
C -1.2331 -1.1737 3.6757
O 0.2582 -0.5170 5.2844
H 1.5351 -1.3659 3.1387
H 2.0249 0.2497 3.6360
H 1.0850 -0.0141 2.2560
H -0.4840 0.7888 4.0113
H -1.3969 -1.1036 2.6003
H -2.1693 -1.0136 4.2103
H -0.8858 -2.1913 3.8548
H 0.5562 -1.4277 5.3422
*
```

Calculated total energy in a.u.: -4337.7969
Highest occupied orbital energy in eV: -7.2
HOMO-LUMO gap in eV: 9.5



ORCA calculation (ωB97M-V/def2-TZVPD) on a 2-piece molecular cluster, C14H16O2 overall at a distorted geometry.

```
! RIJCOSX wB97M-V def2-TZVPD def2/J DEFGRID3
* xyz 0 1
C 1.2530 -2.4129 0.7301
C 1.8151 -1.3890 -0.2516
C 2.9407 -0.6969 0.1120
C 3.1131 0.5315 -0.5584
C 2.2726 0.8413 -1.6210
O 2.3689 2.1269 -2.1253
C 1.1176 0.1360 -2.0942
C 0.9914 -1.0198 -1.3192
H 1.8016 -3.3556 0.6871
H 0.1885 -2.6339 0.6197
H 1.4038 -2.1103 1.7694
H 3.4931 -1.1186 0.9425
H 3.8254 1.2879 -0.2660
H 2.9427 2.6787 -1.5862
H 0.4182 0.5129 -2.8154
H 0.2443 -1.7484 -1.6454
C -2.5449 -0.0878 -1.7154
C -2.2003 0.3118 -0.2939
C -1.6613 1.5654 -0.0128
C -1.2543 1.7903 1.2935
C -1.3152 0.7889 2.2653
O -0.8526 1.0882 3.5172
C -1.8600 -0.4387 2.0153
C -2.2682 -0.6771 0.6788
H -2.7915 -1.1306 -1.9019
H -1.7815 0.0910 -2.4847
H -3.3308 0.6297 -1.9653
H -1.6303 2.4196 -0.6790
H -0.7424 2.6908 1.6024
H -0.8786 2.0156 3.7767
H -2.3176 -1.0562 2.7778
H -2.7607 -1.6306 0.5480
*
```

Calculated total energy in a.u.: -693.5004
Highest occupied orbital energy in eV: -8.1
Energy above the lowest of the compared OMol25 structures with the same formula, charge and spin in kcal per mole: 35.2
HOMO-LUMO gap in eV: 8.8



ORCA calculation (ωB97M-V/def2-TZVPD) on a 2-piece molecular cluster, C9H12N5O overall at a distorted geometry.

```
! RIJCOSX wB97M-V def2-TZVPD def2/J DEFGRID3
* xyz 1 1
C 3.4171 -1.4647 -0.2026
C 2.7587 1.9102 0.3779
C 1.1416 -2.0277 -0.2955
C 3.0093 -0.2138 0.1774
C 1.6043 0.2468 -0.0633
C -2.5971 0.9137 -1.1105
C -1.1457 1.0841 -0.7917
C -2.9327 -0.6212 -0.6319
C -0.6621 -0.3772 -0.5956
N 2.3658 -2.3791 -0.2621
N 3.6339 1.0000 0.4759
N 1.4322 1.5036 0.1126
N 0.6926 -0.6910 -0.4510
N -1.1863 -0.1988 1.9174
O -1.5853 -1.1962 -0.7087
H 4.4431 -1.7940 -0.3236
H 2.8338 2.8963 0.7054
H 0.3754 -2.6749 -0.3548
H -3.1993 1.5829 -0.4824
H -2.9326 1.0995 -2.1517
H -0.4441 1.7361 -1.3586
H -1.0799 1.5577 0.2112
H -3.0986 -0.5554 0.4468
H -3.6516 -1.3147 -1.1737
H -0.1928 -0.0902 1.9466
H -1.4771 -0.6170 2.7516
H -1.5225 0.6849 1.8350
*
```

Calculated total energy in a.u.: -698.8448
Highest occupied orbital energy in eV: -13.3
Energy above the lowest of the compared OMol25 structures with the same formula, charge and spin in kcal per mole: 36.8
HOMO-LUMO gap in eV: 8.1



ORCA calculation (ωB97M-V/def2-TZVPD) on C23H20ClIPRu as an isolated structure at a distorted geometry.

```
! RIJCOSX wB97M-V def2-TZVPD def2/J DEFGRID3
* xyz 1 5
C 4.3226 1.1377 -0.2232
C 3.0810 1.2565 -0.9290
C 2.2766 2.2253 -0.2494
H 2.8177 0.7410 -1.8458
C 3.0095 2.6978 0.8794
C 4.2837 2.0519 0.8920
H 5.0985 2.2195 1.5928
H 5.1677 0.5059 -0.4961
H 1.3043 2.5811 -0.5729
H 2.6728 3.4503 1.5784
Ru 2.7031 0.4015 1.1724
Cl 1.7309 0.9417 3.0941
P -0.0878 -0.2666 0.2662
C -1.1015 1.2077 -0.0239
C -1.9687 1.3599 -1.1180
H -1.9948 0.6074 -1.9069
C -2.7987 2.4787 -1.1998
H -3.4657 2.5919 -2.0538
C -2.7840 3.4538 -0.1968
H -3.4599 4.3115 -0.2502
C -1.8885 3.3293 0.8726
H -1.8509 4.0987 1.6491
C -1.0379 2.2298 0.9525
H -0.3199 2.1438 1.7748
C -0.0032 -1.1166 -1.3292
C 0.3810 -0.3801 -2.4674
H 0.5622 0.6947 -2.3918
C 0.5228 -1.0222 -3.6957
H 0.8329 -0.4447 -4.5685
C 0.2764 -2.3948 -3.8095
H 0.3797 -2.8937 -4.7776
C -0.0829 -3.1305 -2.6741
H -0.2617 -4.2047 -2.7547
C -0.1934 -2.5064 -1.4315
H -0.4229 -3.0904 -0.5380
C -1.0706 -1.3073 1.3941
C -2.4781 -1.2831 1.3937
H -3.0117 -0.5761 0.7528
C -3.1829 -2.1676 2.2118
H -4.2732 -2.1653 2.1899
C -2.5059 -3.0473 3.0619
H -3.0695 -3.7375 3.6964
C -1.1096 -3.0312 3.1056
H -0.5779 -3.7005 3.7805
C -0.3926 -2.1615 2.2872
H 0.6967 -2.1369 2.3279
I 3.2743 -1.9522 0.5775
*
```

Calculated total energy in a.u.: -2082.3200
Highest occupied orbital energy (alpha / beta) in eV: -10.8 / -11.9
HOMO-LUMO gap (alpha / beta) in eV: 6.4 / 6.3



ORCA calculation (ωB97M-V/def2-TZVPD) on C42H59BrN4OPPd as an isolated structure.

```
! RIJCOSX wB97M-V def2-TZVPD def2/J DEFGRID3
* xyz 3 5
Pd 0.4492 -0.1711 0.0798
Br 0.6401 1.0800 -2.5042
C 1.2066 2.3363 -1.1937
C 1.5727 3.6226 -1.5277
C 2.0005 4.4375 -0.4881
C 2.0453 3.9363 0.8063
C 1.6553 2.6305 1.0311
N 1.2368 1.8453 0.0342
H 1.5406 3.9639 -2.5519
H 2.3092 5.4539 -0.6935
H 2.3952 4.5430 1.6290
H 1.6916 2.1791 2.0138
C -4.1186 -1.6026 0.2124
C -3.4197 -1.3931 1.3970
C -2.1296 -0.8834 1.3592
C -1.5133 -0.6015 0.1349
C -2.2428 -0.7705 -1.0447
C -3.5336 -1.2851 -1.0073
H -5.1204 -2.0107 0.2421
H -3.8813 -1.6319 2.3466
H -1.6029 -0.7102 2.2917
H -1.8006 -0.5291 -2.0048
H -4.0811 -1.4452 -1.9280
N 2.8976 -0.3797 0.0974
C 4.0310 -0.2578 -0.0659
C 5.4367 -0.1164 -0.2501
C 6.2939 -0.2752 0.8421
C 7.6577 -0.1585 0.6443
C 8.1555 0.1112 -0.6248
C 7.2987 0.2662 -1.7085
C 5.9324 0.1525 -1.5299
H 5.8934 -0.4882 1.8244
H 8.3354 -0.2771 1.4781
H 9.2234 0.2001 -0.7722
H 7.6994 0.4735 -2.6908
H 5.2530 0.2634 -2.3649
C 5.2872 -5.0310 -1.1198
C 4.8716 -3.8558 -1.9976
C 3.3480 -3.6773 -1.9731
C 2.7842 -3.9286 -0.5524
C 3.8503 -3.7032 0.5194
C 4.9371 -4.7745 0.3594
P 1.1928 -3.0765 -0.3086
C 0.5335 -3.3030 1.3908
C 0.7574 -4.7396 1.9659
C 1.5045 -4.7453 3.2985
C 0.8760 -3.8254 4.3495
C 0.3165 -2.5267 3.7396
C 0.9671 -2.2206 2.3926
C -0.0818 -3.6510 -1.4760
C 0.0402 -3.1283 -2.9118
C -1.3036 -3.3383 -3.6265
C -2.0053 -4.6273 -3.1643
C -0.9870 -5.6668 -2.7145
C -0.2096 -5.1978 -1.4703
H 6.3545 -5.2213 -1.2219
H 4.7857 -5.9340 -1.4789
H 5.1902 -4.0120 -3.0282
H 5.3685 -2.9425 -1.6571
H 2.8896 -4.3835 -2.6682
H 3.0824 -2.6746 -2.3234
H 2.4716 -4.9795 -0.4711
H 3.4297 -3.7494 1.5237
H 4.2786 -2.7104 0.3997
H 4.6003 -5.7009 0.8295
H 5.8214 -4.4545 0.9122
H -0.5406 -3.1565 1.2295
H 1.2751 -5.3857 1.2565
H -0.2284 -5.1890 2.1035
H 2.5508 -4.4737 3.1444
H 1.5229 -5.7696 3.6718
H 1.6302 -3.5846 5.0987
H 0.0795 -4.3487 4.8789
H 0.4587 -1.6934 4.4280
H -0.7616 -2.6241 3.5785
H 2.0547 -2.1679 2.4788
H 0.6381 -1.2144 2.0623
H -0.9948 -3.2221 -1.0459
H 0.8326 -3.6737 -3.4264
H 0.3289 -2.0735 -2.9317
H -1.1305 -3.3661 -4.7028
H -1.9537 -2.4807 -3.4389
H -2.6142 -5.0271 -3.9739
H -2.6958 -4.4148 -2.3417
H -0.2909 -5.8685 -3.5317
H -1.4715 -6.6154 -2.4846
H 0.7720 -5.6750 -1.4645
H -0.7240 -5.5085 -0.5588
C -1.8312 3.9533 3.3251
N -2.8475 4.0369 2.2726
C -3.9586 4.9765 2.5005
C -5.2544 4.3962 1.9826
C -5.0885 4.0875 0.5076
N -3.8678 3.3557 0.2455
C -3.7770 2.5866 -0.9598
C -2.7079 3.2913 1.1881
O -1.8069 2.5512 0.8620
H -2.3018 3.6115 4.2461
H -1.3998 4.9393 3.4954
H -1.0570 3.2578 3.0204
H -3.7301 5.9247 2.0063
H -4.0010 5.1658 3.5701
H -6.0656 5.1113 2.1080
H -5.5204 3.4903 2.5294
H -5.0129 5.0132 -0.0874
H -5.9109 3.5113 0.0772
H -4.4190 1.7023 -0.8406
H -2.7532 2.2699 -1.1210
H -4.1806 3.1776 -1.7854
*
```

Calculated total energy in a.u.: -4972.3264
Highest occupied orbital energy (alpha / beta) in eV: -15.2 / -16.0
Energy above the lowest of the compared OMol25 structures with the same formula, charge and spin in kcal per mole: 0.0
HOMO-LUMO gap (alpha / beta) in eV: 8.4 / 5.2



ORCA calculation (ωB97M-V/def2-TZVPD) on an isolated molecule of C24H38N4O6S at a distorted geometry.

```
! RIJCOSX wB97M-V def2-TZVPD def2/J DEFGRID3
* xyz 0 1
C -3.9640 -2.6035 -0.3173
C -4.6351 -1.3280 0.1842
C -4.5153 -1.2342 1.7017
C -4.0371 -0.0839 -0.4996
N -2.6077 0.0427 -0.2487
C -1.7854 -0.1575 -1.4145
C -1.7215 1.0118 -2.4329
N -0.5803 1.8797 -2.2245
C 0.6482 1.4854 -2.5942
O 0.8987 0.3996 -3.0766
C 1.7332 2.5475 -2.3648
N 1.9838 2.8177 -0.9604
C 1.4260 3.9283 -0.4120
O 0.5682 4.5754 -0.9795
C 2.0223 4.3633 0.9150
O 2.4252 3.3222 1.7751
C 2.8783 2.1808 1.1956
C 3.4932 1.2511 2.0269
C 3.9328 0.0438 1.5166
C 3.7684 -0.2145 0.1704
S 4.1861 -1.8345 -0.4754
O 4.5472 -1.7152 -1.8536
O 5.0932 -2.4709 0.4321
N 2.7465 -2.6737 -0.3994
C 1.7029 -2.2000 -1.2802
C 0.5776 -3.2339 -1.2986
O 0.0849 -3.4581 0.0044
C 1.1056 -3.9356 0.8492
C 2.2619 -2.9356 0.9370
C 3.1604 0.6943 -0.6745
C 2.7022 1.9060 -0.1700
C -2.2549 1.1778 0.5786
C -0.8490 1.0992 1.1874
C -0.6293 -0.2185 1.9237
C -0.6681 2.2796 2.1401
H -4.4146 -3.4750 0.1518
H -2.9048 -2.5906 -0.0749
H -4.0781 -2.7016 -1.3949
H -5.6984 -1.3595 -0.0832
H -3.4675 -1.2101 1.9840
H -4.9813 -2.0973 2.1716
H -5.0056 -0.3370 2.0748
H -4.5710 0.8036 -0.1408
H -4.2272 -0.1595 -1.5756
H -0.7657 -0.3803 -1.0972
H -2.1616 -1.0422 -1.9281
H -1.6229 0.5875 -3.4358
H -2.6307 1.6117 -2.3859
H -0.7098 2.7980 -1.8243
H 2.6584 2.2176 -2.8407
H 1.4074 3.4899 -2.8143
H 2.8872 5.0049 0.6753
H 1.2927 4.9637 1.4639
H 3.6029 1.4977 3.0705
H 4.4131 -0.6939 2.1378
H 2.1291 -2.0633 -2.2724
H 1.2994 -1.2398 -0.9252
H -0.2634 -2.8718 -1.8902
H 0.9543 -4.1750 -1.7226
H 0.6495 -4.0818 1.8296
H 1.4866 -4.8945 0.4703
H 3.0921 -3.3442 1.5122
H 1.9030 -2.0095 1.4134
H 3.0500 0.4249 -1.7112
H -2.3435 2.1359 0.0310
H -2.9703 1.2071 1.4033
H -0.1033 1.1797 0.3880
H 0.3876 -0.2639 2.3121
H -1.3173 -0.2981 2.7624
H -0.7933 -1.0643 1.2612
H 0.3244 2.2714 2.5827
H -1.3988 2.2279 2.9448
H -0.8078 3.2232 1.6154
*
```

Calculated total energy in a.u.: -2005.9975
Highest occupied orbital energy in eV: -8.3
Energy above the lowest of the compared OMol25 structures with the same formula, charge and spin in kcal per mole: 0.0
HOMO-LUMO gap in eV: 8.8



ORCA calculation (ωB97M-V/def2-TZVPD) on C12H39Ba2F3O11 as an isolated structure at a distorted geometry.

```
! RIJCOSX wB97M-V def2-TZVPD def2/J DEFGRID3
* xyz 2 1
Ba 0.7430 -3.2870 1.1633
Ba 1.7725 -4.8823 -2.7916
O 1.3752 -1.6406 3.1197
H 1.8827 -0.8791 2.8190
C -0.0812 -1.5620 -1.8769
O 0.1200 -0.9190 -0.6479
O 0.1704 -2.9189 -1.6564
C -1.4771 -1.3462 -2.5151
F -1.5112 -0.1628 -3.1630
F -1.7594 -2.3247 -3.4099
F -2.4291 -1.3618 -1.5546
C -0.2829 0.4618 -0.5608
C -0.0607 0.9552 0.8544
H -0.8422 0.5653 1.5141
H 0.8727 0.5413 1.2469
H -0.1102 2.0341 0.9751
H -1.3452 0.6280 -0.7490
H 0.2881 1.0427 -1.2870
H 0.6586 -1.2073 -2.6064
C 4.3482 0.8224 2.4189
O 4.8010 -0.5298 2.4435
H 3.3577 0.9200 1.9435
H 4.3087 1.1838 3.4416
H 4.9715 1.4625 1.7859
H 4.6143 -0.8856 1.5724
C -2.9518 3.2874 2.9290
O -3.8051 2.2420 2.5353
H -1.9539 3.1960 2.4703
H -3.3008 4.2676 2.6012
H -2.8370 3.3320 4.0178
H -3.4537 1.4604 2.9691
C 0.1079 1.2874 4.9181
O -0.3735 -0.0078 4.5798
H -0.7124 1.8659 5.3333
H 0.9294 1.1888 5.6382
H 0.5513 1.8154 4.0613
H 0.3459 -0.4669 4.0816
C 3.0159 1.7570 -1.6153
O 4.3580 2.0543 -1.2301
H 2.3191 2.5651 -1.4062
H 3.0125 1.7203 -2.7131
H 2.7393 0.8078 -1.1459
H 4.9419 1.3909 -1.6010
C -3.6429 -1.7795 1.0148
O -4.6947 -1.6646 1.9683
H -2.7383 -2.0419 1.5888
H -3.9449 -2.5613 0.3251
H -3.4751 -0.8129 0.5351
H -4.4708 -1.0101 2.6344
C 2.7239 4.6082 0.9653
O 3.9077 3.8268 1.0451
H 2.8693 5.6630 0.7275
H 1.9930 4.1353 0.3001
H 2.2610 4.5594 1.9600
H 4.0043 3.2809 0.2529
C -3.6900 -4.6367 -2.6854
O -4.8450 -5.4462 -2.6542
H -2.9413 -5.0821 -2.0311
H -3.2972 -4.4798 -3.6992
H -3.9126 -3.6041 -2.3896
H -5.3556 -5.2607 -3.4489
C 0.0631 -1.5844 -5.9872
O 1.3999 -1.1696 -5.7548
H -0.1289 -2.5603 -5.5200
H -0.6605 -0.9559 -5.4626
H -0.1338 -1.6619 -7.0561
H 1.3913 -0.2352 -5.5314
*
```

Calculated total energy in a.u.: -1658.1054
Highest occupied orbital energy in eV: -13.1
HOMO-LUMO gap in eV: 3.7



ORCA calculation (ωB97M-V/def2-TZVPD) on a 2-piece molecular cluster, C5H14NO2 overall at a distorted geometry.

```
! RIJCOSX wB97M-V def2-TZVPD def2/J DEFGRID3
* xyz 1 1
C 1.1409 2.4527 0.3999
O -0.3039 2.2694 0.3148
C 1.7841 1.3835 1.2460
C 1.7953 -0.0681 0.6907
C 0.4234 -0.6124 0.4275
C 0.2037 -1.7460 -0.2060
N -1.2235 -2.1439 -0.3754
H 1.4157 2.5289 -0.6416
H 1.3160 3.4598 0.6973
H -0.6819 2.6329 1.1262
H 2.8134 1.6331 1.4295
H 1.1703 1.4139 2.1477
H 2.4345 -0.0929 -0.1876
H 2.3680 -0.5706 1.4648
H -0.3477 0.0682 0.7170
H 0.8540 -2.3981 -0.7591
H -1.4414 -3.1279 -0.3780
H -1.7019 -1.7885 -1.2192
H -1.7949 -1.8063 0.3910
H -4.1419 -1.3529 -2.1437
H -2.8929 -0.9141 -3.0037
O -3.1894 -1.2206 -2.1380
*
```

Calculated total energy in a.u.: -403.8678
Highest occupied orbital energy in eV: -13.5
Energy above the lowest of the compared OMol25 structures with the same formula, charge and spin in kcal per mole: 46.1
HOMO-LUMO gap in eV: 10.4